The following is a quantum chemistry calculation of 2 unconnected molecules or ions with the total composition C4H8FP, from OMol25.

Charge: 0
Kohn-Sham gap, eV: 9.31
E_LUMO, eV: 0.41
E_HOMO, eV: -8.9

Each line ends with the Mulliken charge.
Element x y z (Å)
P (-0.98993, 0.25813, 1.48164)  -0.01
F (0.89003, 2.26885, 1.43082)  -0.22
C (-0.56198, -0.29257, -2.66090)  -0.50
C (0.34584, -1.19492, -2.38646)  -0.47
C (-0.24202, 1.72565, 0.92245)  -0.14
C (0.20759, -0.35724, 2.69995)  -0.78
H (-0.26242, -0.70788, 3.73086)  0.28
H (-0.47543, 2.11499, -0.02363)  0.36
H (-0.36097, 0.74183, -2.67330)  0.29
H (0.65959, -1.25423, 2.22267)  0.24
H (0.93207, 0.47844, 2.99683)  0.27
H (-0.01387, -2.18311, -2.50856)  0.23
H (-1.52569, -0.65269, -2.98334)  0.20
H (1.39720, -0.94525, -2.24904)  0.25

The following is a quantum chemistry calculation of 3 unconnected molecules or ions with the total composition C2H8OP2S, from OMol25.

Charge: 0
Kohn-Sham gap, eV: 9.61
E_LUMO, eV: 0.28
E_HOMO, eV: -9.3

Each line ends with the Mulliken charge.
Element x y z (Å)
S (-1.51129, 1.63677, -1.61825)  -0.23
P (0.61788, 1.86937, -1.80781)  0.45
P (-0.13810, -0.04558, -1.27237)  0.13
O (1.07105, 2.24855, -3.15669)  -0.58
C (-0.06816, 0.02253, 0.54847)  -0.34
C (0.91945, -1.13634, 1.09925)  -1.24
H (0.47224, 0.97634, 0.80298)  0.30
H (-1.85239, -2.25955, 0.70440)  -0.01
H (1.82761, -0.62500, 1.21506)  0.44
H (0.48588, -1.54534, 2.05600)  0.27
H (-1.13394, -0.17087, 0.95241)  0.23
H (0.99039, -1.89622, 0.44429)  0.42
H (0.81336, 2.63175, -0.72444)  0.12
H (-2.49396, -1.70642, 0.75670)  0.06

The following is a quantum chemistry calculation of 2 unconnected molecules or ions with the total composition C3H10S3, from OMol25.

Charge: -1
Spin multiplicity: 2
Kohn-Sham gap (spin up / spin down), eV: 2.94 / 5.82
E_LUMO (spin up / spin down), eV: 2.65 / 2.64
E_HOMO (spin up / spin down), eV: -0.3 / -3.2

Each line ends with the Mulliken spin population.
Element x y z (Å)
S (-3.25915, -2.01953, 3.16380)  0.51
S (-3.23193, -0.69722, 1.32457)  0.48
S (2.38536, 3.29315, -0.80182)  0.00
C (2.16237, 0.51904, -0.62090)  0.00
C (-2.39421, -1.84836, 0.24202)  -0.03
C (1.76313, 1.73233, -1.46067)  0.00
H (1.55619, 3.35991, 0.24795)  0.00
H (1.79281, 0.67247, 0.40175)  0.00
H (-1.93200, -2.18332, 3.14073)  0.00
H (3.24933, 0.50652, -0.57364)  0.00
H (0.67058, 1.70890, -1.53885)  0.01
H (2.11637, 1.67065, -2.48481)  0.00
H (-1.59114, -2.42102, 0.70923)  0.00
H (-3.01248, -2.62146, -0.23994)  0.00
H (-1.94492, -1.28756, -0.56810)  0.04
H (1.66968, -0.38450, -0.94132)  0.00

Calculated values (kcal per mole) of relative energy (zero: lowest compared OMol25 entry of this formula, charge and spin) for the records, taken in order: 36.5, 25.0, 7.7.